Entry 1:
Density functional theory data (ωB97M-V/def2-TZVPD) for a 8-piece molecular cluster, C18H52N6O8 overall.

Values from the calculation:
HOMO energy ... -9.229 eV
Orbital gap ... 9.19 eV
Structure (SMILES) ... NC(N)=O.NC(N)=O.NC(N)=O.CC(C)O.CC(C)O.CC(C)O.CC(C)O.CC(C)O
Total charge ... 0
Energy above the lowest of the compared OMol25 structures with the same formula, charge and spin ... 248.3 kcal per mole

CARTESIAN COORDINATES (ANGSTROEM)
C 1.895 -2.144 -1.222
O 1.381 -3.428 -1.171
N 2.539 -1.510 -0.241
N 1.893 -1.443 -2.291
H 2.670 -2.131 0.561
H 3.120 -0.720 -0.364
H 1.481 -1.740 -3.167
H 2.180 -0.455 -2.222
C 1.778 1.582 -0.122
O 2.821 1.329 -0.971
N 1.305 0.668 0.640
N 1.111 2.709 -0.207
H 1.752 -0.238 0.367
H 0.668 0.751 1.395
H 1.374 3.215 -1.105
H 0.230 2.959 0.281
C -2.148 2.829 1.369
O -2.816 1.666 1.858
N -2.279 3.929 1.949
N -1.479 2.860 0.310
H -2.736 3.856 2.922
H -1.805 4.813 1.641
H -1.322 1.920 -0.107
H -1.451 3.594 -0.450
C -2.523 0.850 -4.459
C -1.397 1.651 -3.794
C -0.117 0.922 -3.568
O -1.031 2.687 -4.372
H -3.308 1.442 -4.648
H -2.809 0.024 -3.885
H -2.130 0.499 -5.413
H -1.715 2.010 -2.788
H -0.332 -0.132 -3.259
H 0.459 1.320 -2.742
H 0.418 0.641 -4.515
H -1.804 3.211 -4.323
C 0.490 -4.022 -3.952
C 0.724 -3.141 -5.102
C -0.504 -2.414 -5.447
O 1.538 -2.247 -4.806
H 1.262 -4.839 -3.702
H -0.286 -4.737 -4.107
H 0.306 -3.421 -3.057
H 1.170 -3.615 -6.045
H -0.291 -1.925 -6.352
H -0.702 -1.698 -4.648
H -1.397 -3.060 -5.693
H 2.294 -2.704 -4.546
C -1.978 1.866 6.718
C -1.057 1.556 5.592
C -1.682 0.535 4.609
O -0.741 2.568 4.956
H -2.443 0.931 7.119
H -2.795 2.561 6.537
H -1.361 2.099 7.594
H -0.133 1.183 6.004
H -0.981 0.465 3.782
H -2.714 0.805 4.320
H -1.592 -0.474 4.969
H -0.082 2.487 4.272
C -1.864 -1.593 -1.448
C -1.749 -0.564 -0.321
C -1.157 -1.336 0.908
O -1.042 0.364 -0.633
H -0.830 -2.026 -1.568
H -2.184 -1.092 -2.406
H -2.614 -2.361 -1.246
H -2.761 -0.228 0.022
H -1.273 -0.816 1.795
H -0.063 -1.460 0.724
H -1.527 -2.263 1.246
H -0.087 0.202 -0.569
C 3.810 0.021 2.732
C 3.115 -0.548 4.031
C 1.592 -0.522 3.715
O 3.484 -1.767 4.242
H 3.803 -0.755 1.937
H 4.811 0.416 2.767
H 3.393 0.957 2.532
H 3.384 0.108 4.852
H 1.342 0.498 3.519
H 1.030 -0.936 4.488
H 1.319 -0.959 2.752
H 3.161 -2.107 5.067



Entry 2:
Density functional theory data (ωB97M-V/def2-TZVPD) for C32H24As2F5PdS as an isolated structure.

Values from the calculation:
HOMO energy (alpha / beta) ... -11.129 / -11.131 eV
Orbital gap (alpha / beta) ... 5.60 / 5.61 eV
Total charge ... +1

CARTESIAN COORDINATES (ANGSTROEM)
Pd 0.044 -1.049 -1.005
C -1.761 1.565 -0.482
C -1.762 1.172 0.999
As -2.075 -0.759 1.505
C -1.628 -0.292 3.377
C -2.588 0.442 4.070
C -2.272 1.046 5.272
C -0.989 0.930 5.782
C -0.056 0.134 5.139
C -0.380 -0.495 3.949
C -0.392 -1.717 1.090
C 0.917 -1.169 1.038
C 1.998 -1.973 0.635
C 1.812 -3.325 0.369
C 0.545 -3.891 0.514
C -0.542 -3.090 0.832
As 0.093 1.379 -1.144
C 0.346 2.166 -2.901
C 0.544 3.535 -3.048
C 0.930 4.047 -4.276
C 1.127 3.190 -5.349
C 0.912 1.829 -5.208
C 0.530 1.312 -3.983
C 1.035 2.618 0.054
C 2.367 2.356 0.361
C 3.060 3.185 1.227
C 2.431 4.283 1.789
C 1.108 4.555 1.482
C 0.410 3.723 0.625
H -2.132 2.590 -0.610
H -2.415 0.906 -1.068
H -2.587 1.686 1.509
H -0.840 1.513 1.496
H -3.581 0.535 3.641
H -3.021 1.605 5.812
H -0.726 1.441 6.695
H 0.926 0.001 5.566
H 0.350 -1.142 3.480
H 1.111 -0.167 1.424
H 2.993 -1.544 0.587
H 2.648 -3.950 0.088
H 0.399 -4.953 0.384
H -1.532 -3.530 0.930
H 0.416 4.187 -2.191
H 1.090 5.109 -4.392
H 1.481 3.582 -6.290
H 1.063 1.167 -6.047
H 0.403 0.238 -3.852
H 2.855 1.499 -0.098
H 4.090 2.974 1.466
H 2.967 4.932 2.463
H 0.618 5.413 1.914
H -0.627 3.938 0.395
F -0.270 -7.146 -2.010
C -0.622 -5.873 -2.129
C 0.330 -4.920 -2.502
F 1.579 -5.290 -2.759
C -0.025 -3.583 -2.546
F 0.925 -2.625 -2.752
C -1.330 -3.151 -2.268
S -1.798 -1.479 -2.364
C -2.267 -4.125 -1.898
F -3.483 -3.722 -1.540
C -1.924 -5.469 -1.822
F -2.825 -6.356 -1.424



Entry 3:
Density functional theory data (ωB97M-V/def2-TZVPD) for C25H30BrCoF4N3OP as an isolated structure.

Values from the calculation:
HOMO energy (alpha / beta) ... -10.987 / -10.877 eV
Orbital gap (alpha / beta) ... 8.69 / 8.67 eV
2S+1 ... 2
Total charge ... +1
Energy above the lowest of the compared OMol25 structures with the same formula, charge and spin ... 0.0 kcal per mole

CARTESIAN COORDINATES (ANGSTROEM)
Co -1.313 0.142 0.401
N -1.219 -0.025 2.435
C -1.519 1.306 2.985
C -0.597 2.284 2.276
N -0.658 2.098 0.802
C -1.500 3.090 0.098
C -2.949 2.673 0.223
N -3.002 1.275 -0.220
H -1.889 -0.724 2.743
H -0.305 -0.344 2.748
H -1.386 1.373 4.068
H -2.568 1.507 2.774
H 0.433 2.091 2.582
H -0.827 3.316 2.554
H 0.289 2.195 0.444
H -1.194 3.087 -0.951
H -1.340 4.101 0.485
H -3.603 3.346 -0.337
H -3.269 2.717 1.262
H -2.994 1.221 -1.235
H -3.835 0.779 0.079
F 4.354 -5.363 0.602
C 3.639 -4.272 0.373
C 4.240 -3.030 0.399
F 5.542 -2.924 0.636
C 3.481 -1.895 0.148
F 4.174 -0.751 0.100
C 2.111 -1.947 -0.096
P 1.046 -0.453 -0.322
C 1.040 -0.264 -2.130
C 2.154 -0.601 -2.900
C 2.142 -0.412 -4.272
C 1.017 0.118 -4.890
C -0.098 0.451 -4.136
C -0.083 0.255 -2.762
C 2.106 0.904 0.276
C 2.437 0.920 1.632
C 3.219 1.933 2.159
C 3.656 2.964 1.335
C 3.316 2.969 -0.008
C 2.549 1.938 -0.542
C 1.541 -3.226 -0.164
Br -0.251 -3.453 -0.644
C 2.288 -4.364 0.070
F 1.747 -5.577 0.006
H 3.036 -1.013 -2.428
H 3.008 -0.681 -4.860
H 1.007 0.260 -5.962
H -0.980 0.846 -4.619
H -0.978 0.480 -2.189
H 2.119 0.106 2.278
H 3.491 1.920 3.205
H 4.270 3.756 1.741
H 3.660 3.766 -0.652
H 2.306 1.941 -1.597
C -4.294 -1.361 1.360
C -3.306 -2.133 0.485
C -4.021 -2.772 -0.694
O -2.283 -1.332 -0.025
H -4.936 -2.029 1.934
H -4.952 -0.734 0.750
H -3.773 -0.717 2.073
H -2.885 -2.943 1.105
H -4.489 -2.001 -1.309
H -4.797 -3.463 -0.357
H -3.325 -3.324 -1.324



Entry 4:
Density functional theory data (ωB97M-V/def2-TZVPD) for C2H6N4O2 as an isolated structure.

Values from the calculation:
HOMO energy ... -8.514 eV
Orbital gap ... 8.68 eV
Total charge ... 0
Energy above the lowest of the compared OMol25 structures with the same formula, charge and spin ... 105.8 kcal per mole

CARTESIAN COORDINATES (ANGSTROEM)
C -0.664 0.932 -0.228
C 1.588 0.150 -0.106
H -2.556 -1.212 1.052
H -1.359 -1.375 -0.741
H -2.812 1.015 0.418
H 2.842 -1.203 0.316
H 1.249 -1.898 0.233
H 1.835 2.049 -0.095
N -2.226 -0.893 -0.104
N -1.968 0.350 -0.349
N 1.996 -1.199 -0.061
N 2.335 1.215 -0.192
O -0.527 2.119 0.094
O 0.267 -0.050 -0.236



Entry 5:
Density functional theory data (ωB97M-V/def2-TZVPD) for a 6-piece molecular cluster, C36H43Cl2IN5O15S2 overall.

Values from the calculation:
HOMO energy ... -9.599 eV
Orbital gap ... 4.30 eV
Total charge ... +1

CARTESIAN COORDINATES (ANGSTROEM)
C -1.072 2.440 0.898
C -2.179 1.602 0.027
Cl -2.602 2.508 -1.560
C -1.749 0.066 -0.354
Cl -3.145 -1.036 0.225
N -0.381 -0.357 0.132
C -0.060 -1.065 1.430
C 0.851 -0.202 2.485
C 0.748 -0.994 3.945
S 2.389 -0.719 4.805
C 2.216 0.296 6.369
S 2.385 -0.532 7.884
N 1.973 1.786 6.462
C 0.513 2.139 6.635
C -0.689 1.909 5.545
C -2.269 2.321 5.908
C -2.728 2.986 7.356
C -1.506 3.203 8.468
C 0.071 2.801 8.098
C 2.644 2.566 5.353
C 1.926 3.817 4.507
C 2.727 4.660 3.327
C 4.272 4.302 2.877
C 5.009 3.072 3.701
C 4.224 2.259 4.901
C 0.703 -0.118 -0.721
N 2.172 -0.455 -0.551
C 2.950 -0.025 -1.795
N 1.979 0.628 -2.754
I 2.201 1.451 -4.631
N 0.755 0.549 -2.078
H -1.323 3.585 0.824
H -1.222 2.136 2.042
H 0.041 2.301 0.548
H -3.160 1.547 0.685
H -1.772 0.001 -1.545
H -0.987 -1.468 2.020
H 0.592 -2.021 1.135
H 1.989 -0.252 2.163
H 0.578 0.933 2.568
H 0.668 -2.136 3.701
H -0.200 -0.703 4.568
H -0.464 1.459 4.489
H -3.148 2.191 5.112
H -3.823 3.309 7.631
H -1.830 3.653 9.506
H 0.896 3.006 8.928
H 0.830 4.166 4.741
H 2.191 5.548 2.785
H 4.850 4.870 2.021
H 6.122 2.765 3.435
H 4.796 1.394 5.447
H 4.083 -0.131 -2.070
H -0.086 0.972 -2.568
C 7.142 1.544 -0.507
C 6.597 2.928 -0.358
O 6.562 3.115 1.044
C 7.482 2.261 1.581
O 7.836 2.276 2.748
O 7.953 1.389 0.643
H 7.734 1.426 -1.418
H 6.356 0.782 -0.491
H 7.253 3.685 -0.800
H 5.597 3.030 -0.788
C 12.066 1.596 -2.442
C 11.514 0.209 -2.500
O 10.125 0.403 -2.318
C 9.849 1.684 -2.703
O 8.725 2.136 -2.837
O 10.997 2.391 -2.919
H 12.951 1.719 -3.072
H 12.310 1.907 -1.421
H 11.681 -0.268 -3.472
H 11.922 -0.434 -1.714
C -4.537 -0.513 -3.886
C -5.516 -0.919 -2.832
O -6.703 -1.156 -3.565
C -6.328 -1.438 -4.847
O -7.083 -1.856 -5.709
O -4.999 -1.191 -5.038
H -3.515 -0.814 -3.642
H -4.554 0.565 -4.079
H -5.224 -1.844 -2.324
H -5.671 -0.137 -2.085
C -10.054 -4.511 -7.286
C -8.567 -4.398 -7.190
O -8.151 -5.737 -6.999
C -9.135 -6.535 -7.506
O -9.033 -7.741 -7.662
O -10.248 -5.808 -7.818
H -10.487 -3.754 -7.945
H -10.542 -4.454 -6.308
H -8.116 -4.016 -8.111
H -8.251 -3.771 -6.352
C -6.781 -4.941 -2.904
C -7.749 -5.847 -2.215
O -7.156 -6.052 -0.946
C -6.333 -4.987 -0.717
O -5.793 -4.752 0.351
O -6.194 -4.220 -1.837
H -7.274 -4.262 -3.606
H -5.997 -5.492 -3.433
H -8.731 -5.383 -2.075
H -7.877 -6.797 -2.741



Entry 6:
Density functional theory data (ωB97M-V/def2-TZVPD) for a 10-piece molecular cluster, C27H47Br20F3NO7P2S overall.

Values from the calculation:
HOMO energy ... -10.677 eV
Orbital gap ... 4.77 eV
Total charge ... +1

CARTESIAN COORDINATES (ANGSTROEM)
O 3.910 -2.032 5.599
C 3.050 -1.931 4.583
O 2.799 -3.178 3.791
C 2.239 -0.556 4.142
C 0.582 -0.384 4.291
C -0.137 1.028 3.769
P -2.055 1.297 3.848
P -3.117 -0.597 3.590
O -2.764 -1.132 2.114
O -4.847 -0.206 3.599
O -2.698 -1.765 4.829
N 0.653 2.203 3.174
C 2.168 2.126 3.009
C 3.001 0.773 3.471
S 4.873 0.816 3.145
O 5.694 -0.011 4.163
O 5.301 2.301 3.304
C 5.068 0.180 1.354
F 4.078 0.907 0.476
F 6.450 0.319 0.838
F 4.615 -1.259 1.329
H 2.889 -3.947 4.454
H -0.093 -1.222 4.751
H -2.329 2.079 2.642
H -4.866 0.724 3.178
H -2.434 -1.300 5.685
H 0.161 3.076 2.854
H 2.706 3.047 2.514
Br -4.055 -0.478 -0.821
C -3.302 -2.272 -0.971
C -2.967 -2.606 -2.406
Br -4.573 -3.046 -3.421
H -4.022 -2.959 -0.521
H -2.395 -2.250 -0.359
H -2.344 -3.504 -2.457
H -2.467 -1.791 -2.937
Br -5.966 3.481 -4.929
C -4.282 3.379 -3.949
C -4.349 2.343 -2.852
Br -5.361 3.002 -1.320
H -4.064 4.386 -3.584
H -3.534 3.099 -4.698
H -3.349 2.129 -2.462
H -4.820 1.407 -3.166
Br 9.115 -0.553 5.393
C 8.624 -1.891 6.724
C 7.366 -2.627 6.322
Br 5.780 -1.535 6.633
H 8.537 -1.372 7.682
H 9.476 -2.578 6.764
H 7.226 -3.516 6.943
H 7.352 -2.919 5.268
Br -7.355 4.134 4.204
C -5.487 4.689 4.294
C -4.882 4.797 2.914
Br -4.466 3.036 2.187
H -4.972 3.975 4.941
H -5.506 5.668 4.784
H -3.922 5.322 2.955
H -5.533 5.296 2.191
Br 8.925 -5.464 6.595
C 8.434 -6.803 7.927
C 7.177 -7.538 7.525
Br 5.591 -6.447 7.836
H 8.347 -6.284 8.884
H 9.286 -7.489 7.967
H 7.036 -8.428 8.146
H 7.162 -7.830 6.471
Br 10.425 -9.964 6.913
C 9.934 -11.303 8.244
C 8.677 -12.038 7.842
Br 7.091 -10.947 8.153
H 9.847 -10.784 9.202
H 10.786 -11.989 8.284
H 8.536 -12.928 8.464
H 8.662 -12.330 6.789
Br -8.141 3.289 0.405
C -9.875 3.545 1.262
C -10.746 2.320 1.111
Br -11.496 2.205 -0.686
H -10.314 4.448 0.830
H -9.645 3.727 2.317
H -11.611 2.379 1.778
H -10.213 1.383 1.295
Br -2.520 3.491 -7.905
C -3.300 2.156 -9.095
C -4.308 1.297 -8.368
Br -3.424 -0.026 -7.239
H -2.471 1.587 -9.523
H -3.786 2.733 -9.888
H -4.900 0.714 -9.080
H -4.981 1.868 -7.724
Br -0.900 8.439 -8.640
C -0.148 6.645 -8.789
C 0.187 6.311 -10.224
Br -1.419 5.871 -11.239
H -0.868 5.958 -8.339
H 0.760 6.667 -8.177
H 0.810 5.413 -10.275
H 0.687 7.126 -10.755
Br -1.020 2.673 -14.112
C -1.449 4.253 -15.174
C -2.943 4.417 -15.332
Br -3.654 3.168 -16.650
H -0.920 4.152 -16.125
H -1.026 5.094 -14.615
H -3.181 5.410 -15.723
H -3.498 4.253 -14.404